(1)
{"formula": "C49H69AsCrO6P4S3", "method": "ωB97M-V with the def2-TZVPD basis set", "elements": ["Cr", "S", "P", "C", "P", "S", "C", "C", "C", "C", "C", "C", "C", "C", "C", "C", "C", "C", "C", "C", "C", "C", "C", "C", "C", "C", "C", "C", "C", "C", "H", "H", "H", "H", "H", "H", "H", "H", "H", "H", "H", "H", "H", "H", "H", "H", "H", "H", "H", "H", "C", "C", "C", "O", "P", "O", "C", "P", "O", "O", "C", "C", "C", "O", "C", "C", "C", "O", "C", "C", "C", "H", "H", "H", "H", "H", "H", "H", "H", "H", "H", "H", "H", "H", "H", "H", "H", "H", "H", "H", "H", "H", "H", "H", "H", "H", "H", "H", "H", "H", "H", "C", "S", "C", "H", "H", "H", "H", "H", "H", "C", "As", "C", "C", "C", "C", "C", "C", "C", "C", "H", "H", "H", "H", "H", "H", "H", "H", "H", "H", "H", "H", "H"], "xyz": [[-0.1773, -0.4236, 0.2753], [-0.7680, 1.4398, -1.1331], [-1.8115, 1.7489, 0.5624], [-1.2844, 0.6634, 1.8202], [0.1460, 1.2287, 2.6451], [1.6689, 0.2836, 1.7101], [0.6019, 2.9773, 2.8721], [1.2576, 3.6433, 1.8434], [1.6302, 4.9626, 2.0150], [1.3462, 5.6153, 3.2047], [0.6829, 4.9524, 4.2244], [0.3079, 3.6318, 4.0625], [0.0468, 0.6007, 4.3484], [-1.1729, 0.6351, 5.0152], [-1.2615, 0.1753, 6.3164], [-0.1345, -0.3282, 6.9481], [1.0774, -0.3774, 6.2780], [1.1720, 0.0891, 4.9795], [-3.5716, 1.1585, 0.3252], [-5.6821, 0.7770, 1.7307], [-6.7361, 1.1797, 0.7557], [-6.5835, 1.7394, -0.4476], [-5.3814, 2.0165, -1.2028], [-4.1055, 1.7217, -0.9296], [-1.8737, 3.5427, 0.8497], [-1.4630, 4.4059, -0.1611], [-1.3498, 5.7589, 0.0982], [-1.6464, 6.2556, 1.3572], [-2.0758, 5.3960, 2.3555], [-2.1817, 4.0406, 2.1111], [1.4807, 3.1204, 0.9200], [2.1485, 5.4812, 1.2238], [1.6435, 6.6444, 3.3359], [0.4605, 5.4630, 5.1503], [-0.2092, 3.1062, 4.8524], [-2.0443, 1.0055, 4.4934], [-2.2066, 0.1981, 6.8391], [-0.1998, -0.6904, 7.9622], [1.9506, -0.7786, 6.7675], [2.1098, 0.0514, 4.4408], [-5.4988, -0.2997, 1.6553], [-7.7463, 0.9961, 1.0990], [-7.4885, 1.9986, -0.9794], [-5.5708, 2.4887, -2.1589], [-3.3480, 1.9444, -1.6778], [-1.2097, 4.0106, -1.1358], [-1.0078, 6.4266, -0.6780], [-1.5284, 7.3092, 1.5673], [-2.3050, 5.7829, 3.3362], [-2.4761, 3.3653, 2.9040], [5.0743, -0.1958, -0.3396], [4.2674, -1.4832, -0.3672], [5.1028, -2.7000, 0.0044], [3.7741, -1.6949, -1.7066], [2.2503, -1.4902, -2.0892], [1.5060, -0.6201, -1.1676], [1.4928, -3.1596, -2.1197], [-0.2691, -2.8336, -2.4884], [-0.9224, -1.9130, -1.5398], [-1.0586, -4.2149, -2.4215], [-0.7840, -5.4919, -3.0210], [-0.2705, -5.3743, -4.4472], [0.1501, -6.3217, -2.1439], [-0.1553, -2.3862, -4.0016], [-1.1077, -1.5786, -4.7254], [-0.9245, -0.1109, -4.3816], [-2.5237, -2.0553, -4.4506], [2.2735, -0.9241, -3.5470], [3.2410, -1.3563, -4.5319], [2.5060, -1.6527, -5.8295], [4.2775, -0.2575, -4.7072], [5.4657, -0.0404, 0.6616], [4.4373, 0.6459, -0.6001], [5.8992, -0.2532, -1.0454], [3.4110, -1.3668, 0.3085], [5.9398, -2.7844, -0.6855], [4.5120, -3.6126, -0.0507], [5.4856, -2.5928, 1.0155], [1.5582, -3.5995, -1.1227], [1.9696, -3.8015, -2.8533], [-1.7674, -5.9800, -3.0312], [0.6966, -4.8795, -4.4751], [-0.9677, -4.8038, -5.0533], [-0.1662, -6.3656, -4.8787], [1.1545, -5.9089, -2.1339], [0.2035, -7.3340, -2.5356], [-0.2225, -6.3737, -1.1238], [-0.8411, -1.7511, -5.7770], [-1.1946, 0.0650, -3.3435], [-1.5496, 0.5037, -5.0242], [0.1143, 0.1791, -4.5088], [-2.7031, -1.9962, -3.3796], [-2.6572, -3.0882, -4.7655], [-3.2387, -1.4329, -4.9831], [3.7307, -2.2633, -4.1611], [2.0497, -0.7440, -6.2121], [1.7268, -2.3919, -5.6688], [3.2126, -2.0314, -6.5636], [3.7915, 0.6576, -5.0350], [5.0148, -0.5543, -5.4489], [4.7776, -0.0637, -3.7623], [-4.3560, 1.5144, 1.5803], [-3.3051, -0.6911, 0.2581], [-4.3903, -1.1871, -1.1102], [-4.5319, 2.5939, 1.5772], [-3.7249, 1.2640, 2.4395], [-6.0627, 0.9597, 2.7395], [-5.4165, -0.9089, -0.8905], [-4.2988, -2.2682, -1.1759], [-4.0519, -0.7173, -2.0261], [-1.1521, -2.4348, 3.2436], [-0.2359, -2.4828, 1.5129], [-1.1524, -4.0913, 0.8738], [1.5392, -3.2298, 2.0851], [1.4798, -4.6139, 2.6361], [1.6623, -5.7180, 1.8077], [1.6137, -7.0042, 2.3140], [1.3723, -7.2095, 3.6617], [1.1848, -6.1211, 4.4977], [1.2344, -4.8347, 3.9884], [-1.4049, -3.4460, 3.5775], [-2.0706, -1.8549, 3.1233], [-0.5340, -1.9469, 3.9976], [-0.9841, -4.9187, 1.5704], [-0.8277, -4.3682, -0.1242], [-2.2175, -3.8578, 0.8318], [1.9199, -2.5194, 2.8266], [2.2059, -3.1901, 1.2177], [1.8652, -5.5649, 0.7543], [1.7734, -7.8464, 1.6565], [1.3437, -8.2116, 4.0602], [1.0086, -6.2722, 5.5517], [1.1057, -3.9859, 4.6455]], "forces_ev_per_angstrom": [[-0.617, 0.883, -0.689], [0.200, -0.170, 0.222], [-0.746, -0.084, -0.059], [1.665, 1.116, -1.165], [-0.223, -0.762, 0.739], [-0.216, -0.220, -0.450], [-0.181, -0.396, -0.123], [0.020, -0.097, -0.058], [0.023, 0.053, 0.002], [-0.001, -0.013, 0.046], [0.050, 0.086, 0.120], [0.069, -0.111, -0.044], [0.044, 0.137, -0.177], [0.103, 0.013, -0.141], [-0.063, -0.015, 0.095], [0.003, -0.044, 0.007], [0.057, -0.040, 0.074], [-0.022, 0.124, -0.110], [0.482, -0.388, 0.169], [0.148, 0.200, -0.034], [-0.006, -0.004, 0.050], [-0.447, -0.111, 0.273], [0.541, 0.040, -0.191], [-0.095, 0.238, -0.352], [0.057, -0.377, 0.057], [-0.115, -0.057, 0.037], [-0.032, 0.154, -0.044], [-0.029, -0.040, -0.048], [-0.083, 0.116, 0.109], [-0.108, 0.007, -0.172], [0.000, 0.018, 0.001], [0.042, 0.071, -0.101], [0.033, 0.112, 0.022], [-0.001, 0.042, 0.058], [0.014, 0.037, 0.096], [-0.146, 0.008, -0.008], [-0.070, 0.016, 0.021], [-0.029, -0.043, 0.112], [0.107, -0.053, 0.085], [0.069, -0.017, 0.044], [-0.064, -0.040, 0.111], [-0.145, 0.072, -0.072], [-0.156, -0.025, -0.006], [0.071, 0.017, -0.092], [-0.174, 0.007, -0.069], [0.039, 0.033, 0.030], [0.005, 0.067, -0.089], [-0.028, 0.058, -0.005], [-0.015, 0.044, 0.120], [-0.016, -0.009, 0.053], [-0.332, -0.235, -0.122], [0.450, 0.066, 0.764], [-0.294, 0.259, -0.152], [-0.600, -0.060, -0.660], [0.713, -0.350, 0.301], [-0.338, 0.190, 0.514], [-0.492, 1.126, -0.151], [0.038, -1.155, -0.476], [0.162, 0.412, 0.427], [0.223, 0.770, 0.102], [0.104, -0.734, -0.301], [-0.234, 0.065, 0.219], [-0.322, 0.251, -0.051], [0.196, -0.386, 0.838], [-0.570, 0.479, -0.558], [0.174, -0.327, 0.075], [0.313, -0.147, -0.083], [-0.103, -0.019, 0.367], [0.490, -0.072, -0.681], [0.048, -0.037, 0.407], [-0.226, -0.203, 0.267], [0.075, 0.058, 0.095], [-0.030, 0.119, -0.002], [0.127, -0.004, -0.047], [0.089, -0.115, -0.109], [0.098, -0.053, -0.016], [-0.038, -0.089, 0.022], [0.046, 0.000, 0.093], [0.071, 0.032, 0.021], [-0.002, -0.087, -0.123], [0.202, 0.144, -0.022], [0.147, 0.017, -0.076], [-0.016, 0.053, -0.135], [0.016, -0.107, -0.017], [0.180, 0.035, -0.001], [0.018, -0.086, -0.055], [-0.016, -0.003, 0.101], [-0.051, -0.010, 0.234], [-0.094, 0.036, 0.059], [-0.073, 0.032, -0.069], [0.101, 0.084, -0.062], [-0.235, 0.087, 0.056], [-0.061, -0.073, -0.040], [-0.051, 0.052, 0.020], [-0.034, 0.035, -0.041], [-0.055, 0.122, -0.082], [-0.065, -0.109, -0.028], [0.037, -0.005, -0.085], [-0.053, 0.097, -0.073], [0.057, -0.023, -0.048], [0.116, 0.032, 0.054], [-0.181, -0.084, 0.186], [0.064, 0.123, -0.059], [0.337, 0.206, 0.278], [-0.008, -0.023, 0.047], [-0.086, 0.048, 0.012], [-0.003, -0.071, -0.018], [-0.080, -0.012, -0.046], [0.009, -0.077, -0.045], [-0.079, -0.053, -0.163], [-0.067, 0.123, 0.004], [0.197, -1.609, 1.318], [0.097, 0.115, -0.052], [-0.239, 0.269, -0.161], [-0.026, -0.061, 0.010], [0.053, 0.108, -0.009], [-0.013, -0.053, -0.067], [-0.002, -0.056, 0.055], [-0.035, -0.002, 0.014], [0.063, 0.072, -0.078], [0.163, 0.107, -0.160], [0.116, -0.015, -0.043], [-0.014, -0.014, -0.082], [0.002, 0.217, -0.076], [-0.021, -0.035, 0.044], [0.035, 0.024, -0.018], [-0.092, -0.030, -0.162], [-0.062, 0.070, 0.038], [0.008, 0.018, -0.093], [0.005, -0.073, -0.039], [-0.012, -0.099, 0.044], [-0.023, -0.026, 0.104], [-0.028, 0.076, 0.089]], "mulliken_charge": [0.7033, -0.9462, 1.9743, -1.4786, 1.5708, -0.8208, 1.0387, -0.5935, -0.8205, -0.5882, -0.8783, -0.3482, -0.1442, 0.2310, -0.6905, -0.6550, -0.8179, -0.7217, 1.8615, -0.8348, -0.7347, -0.4692, -0.5330, -1.1504, 0.5777, -0.7520, -0.8248, -0.6981, -0.8079, 0.1337, 0.2439, 0.4779, 0.4354, 0.4640, 0.4467, 0.1627, 0.4677, 0.4041, 0.4900, 0.5265, 0.3576, 0.4037, 0.3442, 0.4008, 0.2836, 0.4706, 0.4511, 0.4445, 0.4555, 0.2559, -1.6715, 2.4580, -1.6092, -0.2715, -0.7295, -0.4850, 0.9076, -0.9737, -0.0759, -0.3984, 0.4795, -1.1445, -1.2707, 0.2588, 0.6281, -0.7851, -1.1184, 0.4466, 0.8022, -1.2005, -1.4822, 0.4702, 0.3433, 0.3847, -1.2614, 0.3981, 0.2913, 0.4254, -0.8439, 0.9498, 0.4348, 0.2068, 0.1894, 0.5463, 0.1239, 0.5506, 0.3329, 0.4329, -0.3793, 0.6329, 0.0278, -0.0283, 0.2959, 0.5072, 0.3334, 0.2973, 0.0532, 0.4982, 0.3226, 0.4409, 0.2593, -0.2777, 0.5150, -1.2932, 0.4293, -0.5130, 0.5810, 0.4736, 0.5096, 0.1674, -0.9294, 1.3652, -0.8776, -0.0468, -0.3233, 0.2326, -0.7852, -0.5506, -0.8452, -0.2078, 0.6721, 0.2152, -0.0672, 0.6042, -0.3032, 0.4259, 0.6781, -0.6571, 0.3361, 0.4374, 0.4026, 0.4271, 0.4346], "spin_multiplicity": 2, "total_energy_ha": -8200.24571, "charge": 1, "max_force_ev_per_a": 2.3, "s2": 0.904}


(2)
{"formula": "C5H8O2", "method": "ωB97M-V with the def2-TZVPD basis set", "elements": ["C", "C", "C", "C", "O", "C", "O", "H", "H", "H", "H", "H", "H", "H", "H"], "xyz": [[-0.1175, -1.2922, -0.6981], [-0.2410, -0.4766, 0.3452], [0.7278, -0.4216, 1.4645], [-1.2209, 0.6631, 0.2402], [-0.7933, 1.3666, -0.9435], [0.4797, 1.0714, -1.3714], [1.4982, 1.1911, -0.7477], [0.7875, -1.8708, -0.8527], [-0.8651, -1.3065, -1.4850], [0.2092, -1.0743, 2.1682], [0.8488, 0.5744, 1.9045], [1.7063, -0.8406, 1.2135], [-2.2533, 0.3377, 0.0667], [-1.2173, 1.3207, 1.1200], [0.4510, 0.7577, -2.4244]], "forces_ev_per_angstrom": [[-0.215, -0.416, 0.293], [0.137, -0.087, -0.404], [-0.211, -0.399, 0.364], [-0.054, -0.117, 0.068], [0.032, 0.212, -0.255], [0.401, 0.703, -0.102], [-0.581, 0.352, -0.355], [-0.240, -0.263, 0.193], [0.087, 0.003, 0.005], [0.532, -0.010, 0.769], [-0.069, -0.249, -0.216], [-0.237, 0.001, 0.030], [0.217, 0.087, -0.111], [0.153, -0.120, -0.266], [0.048, 0.303, -0.014]], "mulliken_charge": [-0.7863, 0.5284, -1.3015, -0.5427, -0.3378, 0.2168, -0.4766, 0.3033, 0.3622, 0.3794, 0.3360, 0.3273, 0.2793, 0.3032, 0.4091], "total_energy_ha": -345.73246, "max_force_ev_per_a": 0.9}